1.
A 6-piece molecular cluster, C14H19Cl4F3O12 overall in a non-equilibrium geometry. Source: OMol25; level of theory: wB97M-V/def2-TZVPD.

The geometry in XYZ format:
```
52
Properties=species:S:1:pos:R:3:nbo_charge:R:1
O -5.2243 -1.4628 3.3936 -0.56
C -4.1056 -1.1098 3.0626 0.97
O -3.8994 -0.0074 2.3255 -0.49
C -2.4735 0.2041 2.2048 -0.13
C -1.9305 -1.1533 2.4637 0.43
F -0.8588 -0.9958 3.1826 -0.32
O -2.9137 -1.7437 3.2396 -0.49
H -2.2145 0.5681 1.2106 0.21
H -2.1447 0.9211 2.9572 0.20
H -1.6632 -1.6776 1.5463 0.18
O 3.4442 2.5664 0.9861 -0.59
C 2.9869 3.4036 0.1957 0.98
O 2.6907 3.1563 -1.0916 -0.47
C 2.5508 4.3525 -1.7876 -0.14
C 2.4899 5.4287 -0.7565 0.44
F 1.2675 5.9318 -0.5683 -0.32
O 2.8968 4.7223 0.4126 -0.48
H 3.2362 4.6203 -2.5916 0.21
H 1.5983 4.2794 -2.3126 0.21
H 3.1326 6.2057 -1.1702 0.17
O 3.0533 -1.9158 6.4378 -0.56
C 3.0794 -1.3066 5.3883 0.97
O 2.0817 -0.5191 4.8992 -0.48
C 2.5349 0.0900 3.6695 -0.13
C 4.0006 -0.1695 3.7214 0.43
F 4.6502 0.9966 4.0669 -0.34
O 4.1632 -1.2091 4.5888 -0.48
H 2.0555 -0.4977 2.8867 0.19
H 2.2981 1.1378 3.4844 0.23
H 4.4582 -0.4877 2.7847 0.17
C 1.0325 0.5194 -0.3613 -0.26
O 1.0002 -0.5472 -1.2824 -0.48
C -0.1072 -1.2749 -1.3514 1.00
O -1.1058 -1.1750 -0.6683 -0.69
O 0.0043 -2.1861 -2.3053 -0.49
C -1.1678 -2.8292 -2.7642 -0.27
H 0.4715 0.2201 0.5240 0.18
H 0.6217 1.4610 -0.7255 0.19
H 2.0666 0.6283 -0.0343 0.22
H -0.9126 -3.5055 -3.5800 0.21
H -1.8563 -2.0600 -3.1142 0.18
H -1.6931 -3.4832 -2.0681 0.19
Cl -5.3082 0.2330 -2.8235 -0.01
C -3.8256 0.5472 -1.9291 -0.39
Cl -3.2778 2.2538 -2.1477 -0.05
H -4.1222 0.3652 -0.8962 0.23
H -3.0083 -0.1392 -2.1507 0.23
Cl -3.4576 -4.3334 -5.3871 -0.07
C -1.9760 -4.6754 -6.3979 -0.40
Cl -0.6270 -4.9118 -5.3988 0.03
H -2.2439 -5.5988 -6.9113 0.23
H -1.7484 -3.8376 -7.0570 0.23
```

Spin multiplicity: 1
E_HOMO (eV): -11.109
Total charge: 0
LUMO energy (eV): 0.05
Relative energy (zero: lowest compared OMol25 entry of this formula, charge and spin) (kcal/mol): 45.9
HOMO-LUMO gap (eV): 11.2



2.
A 2-piece molecular cluster, C3H11N2O overall in a non-equilibrium geometry. Source: OMol25; level of theory: wB97M-V/def2-TZVPD.

The geometry in XYZ format:
```
17
Properties=species:S:1:pos:R:3:nbo_charge:R:1
C 0.0943 1.7619 -0.9285 -0.62
C -0.0528 0.5314 -0.0364 -0.21
N -0.5199 0.7885 1.3449 -0.51
C 0.2894 0.7201 2.3695 0.41
N -0.0760 0.5513 3.6244 -0.70
H -0.7622 2.4098 -0.7930 0.23
H 0.1536 1.3929 -1.9475 0.23
H 0.9712 2.3237 -0.5976 0.23
H 0.8224 -0.1141 -0.0042 0.21
H -0.8405 -0.1122 -0.4422 0.21
H -1.5104 0.6821 1.5255 0.42
H 1.3555 0.6183 2.1849 0.23
H -1.0324 0.3333 3.8803 0.43
H 0.6164 0.2748 4.3083 0.44
H -0.3470 -3.8761 -5.4569 0.55
H 0.6676 -4.5727 -4.4258 0.55
O 0.1709 -3.7130 -4.6058 -0.10
```

Spin multiplicity: 2
E_HOMO (alpha / beta) (eV): -17.200 / -17.200
Total charge: +2
LUMO energy (alpha / beta) (eV): -7.90 / -15.17
Relative energy (zero: lowest compared OMol25 entry of this formula, charge and spin) (kcal/mol): 40.2
HOMO-LUMO gap (alpha / beta) (eV): 9.3 / 2.0